{
  "formula": "C34H32NO2S",
  "method": "ωB97M-V/def2-TZVPD",
  "species": ["C", "O", "C", "C", "C", "C", "C", "C", "C", "C", "N", "C", "C", "C", "C", "C", "S", "H", "H", "H", "H", "H", "H", "H", "H", "H", "H", "H", "H", "H", "H", "H", "H", "H", "C", "O", "C", "C", "C", "C", "C", "C", "C", "C", "C", "C", "C", "C", "C", "C", "C", "C", "C", "C", "C", "H", "H", "H", "H", "H", "H", "H", "H", "H", "H", "H", "H", "H", "H", "H"],
  "positions_angstrom": [[-0.99180, 1.20795, -3.13385], [-0.83388, 0.64003, -1.86007], [-0.78880, -0.78383, -1.94992], [-2.08155, -1.48816, -2.03349], [-2.43987, -2.26489, -3.14753], [-3.66794, -2.88126, -3.20311], [-4.56713, -2.74333, -2.16217], [-4.23794, -1.97434, -1.06107], [-3.02201, -1.33496, -1.00254], [0.44936, -1.39617, -1.94728], [0.78125, -2.75053, -1.97998], [-0.21290, -3.80687, -1.81555], [2.17098, -3.05607, -2.01050], [2.68359, -4.45028, -2.06771], [2.93999, -1.94437, -1.94061], [4.41474, -1.87397, -1.93083], [1.94390, -0.48823, -1.85278], [-1.04827, 2.29239, -3.02922], [-0.14145, 0.93802, -3.76244], [-1.90790, 0.83510, -3.59567], [-1.74257, -2.36302, -3.96223], [-3.93381, -3.46876, -4.06463], [-5.52089, -3.24179, -2.20325], [-4.93608, -1.87437, -0.24730], [-2.77001, -0.71434, -0.15834], [0.23133, -4.69292, -1.36803], [-1.00969, -3.45865, -1.16287], [-0.63690, -4.07493, -2.78024], [3.75301, -4.49471, -2.28131], [2.51454, -4.96257, -1.11897], [2.17379, -5.01483, -2.84987], [4.87685, -2.85981, -1.93040], [4.77915, -1.33640, -2.80601], [4.77161, -1.34348, -1.04784], [5.49559, 0.56548, 3.76354], [4.42506, -0.34101, 3.63632], [3.29396, 0.19530, 3.06402], [2.15722, -0.63087, 2.94053], [0.98459, -0.15723, 2.43463], [0.88029, 1.17421, 1.98529], [-0.37722, 1.76067, 1.58076], [-0.49483, 2.90973, 0.71984], [-1.74490, 3.53051, 0.93002], [-2.06347, 4.70905, 0.26126], [-1.16119, 5.22395, -0.64673], [0.04426, 4.57280, -0.90756], [0.39152, 3.42764, -0.23080], [-2.47898, 2.71624, 1.87764], [-1.66083, 1.61582, 2.23336], [-2.13699, 0.68036, 3.16111], [-3.39298, 0.84741, 3.69791], [-4.18534, 1.94113, 3.35244], [-3.73855, 2.87775, 2.44508], [2.03305, 1.98761, 2.06441], [3.19344, 1.52277, 2.60207], [6.32228, 0.05590, 4.25941], [5.81963, 0.89798, 2.77655], [5.19298, 1.42251, 4.36725], [2.23807, -1.64932, 3.27456], [0.13286, -0.80753, 2.34830], [-3.00460, 5.19270, 0.44980], [-1.40010, 6.13348, -1.17345], [0.70793, 4.96693, -1.65883], [1.30462, 2.90296, -0.45162], [-1.52307, -0.15011, 3.45861], [-3.76373, 0.13136, 4.41257], [-5.15209, 2.06558, 3.81194], [-4.33618, 3.73171, 2.18213], [1.97193, 3.01428, 1.74653], [4.03308, 2.18665, 2.69868]],
  "mulliken_charge": [-0.9511, 0.1925, -1.1150, -0.0404, 0.0969, -0.7527, -0.4857, -0.6688, -0.2159, 0.7817, 0.1642, -1.2472, -0.0565, -1.7847, 1.2038, -1.3973, -0.1770, 0.2169, 0.3284, 0.3114, 0.6259, 0.4318, 0.4039, 0.4443, 0.5460, 0.4384, 0.3805, 0.3580, 0.4196, 0.3311, 0.3712, 0.3577, 0.2952, 0.2567, -0.8353, -0.4257, 0.9093, -1.0671, -0.2505, 0.6148, 0.0120, 0.2374, -0.1932, -0.4302, -0.7293, -1.0999, 0.3898, -0.0609, 1.0005, -0.0920, -1.0685, -0.7207, -0.4836, -0.9679, -0.7517, 0.2549, 0.3424, 0.3568, 0.4969, 0.5926, 0.5213, 0.4464, 0.4612, 0.5824, 0.3957, 0.4701, 0.4417, 0.5109, 0.5967, 0.4788],
  "orbital_gap_ev": 3.126,
  "lumo_ev": -5.47,
  "de_lowest_ev": 0.000,
  "charge": 1,
  "e_tot_ha": -1917.94034,
  "multiplicity": 1
}